[1]
DFT (ωB97M-V with the def2-TZVPD basis set) results for an isolated ion of composition C5H11N and charge -1.

XYZ file:
```
17
Properties=species:S:1:pos:R:3:forces:R:3
C -1.5054 1.6234 1.1396 -0.8294 3.5848 -0.3241
N -0.4864 1.9458 0.0823 -0.3484 -1.3861 5.3160
C 0.6408 1.0592 0.2101 2.2662 0.2489 -2.0267
C 0.5710 -2.5459 -0.9617 -1.3129 -2.2874 0.1876
C 0.5353 -1.3491 -0.0703 -0.1528 -0.2379 -4.1171
C 0.7303 -0.1955 -0.7264 -0.4349 3.2863 3.0522
H -1.2554 0.7136 1.6076 -0.1684 -1.4572 0.2121
H -2.6603 1.6794 0.8348 2.6330 -0.1452 0.5443
H -1.2787 2.4177 1.9953 -1.0509 -1.3169 -1.3677
H -0.7341 2.1692 -0.7978 -1.3796 0.4922 -3.5682
H 1.5045 1.7108 -0.0491 0.1020 -0.3255 -0.0095
H 0.8498 0.7931 1.2485 -0.4991 -0.0749 0.0177
H 1.5480 -2.9671 -0.9051 0.9137 -1.1115 0.4351
H 0.4741 -2.4868 -2.0540 -0.2641 1.3609 0.1130
H -0.2262 -3.3402 -0.7710 1.1656 0.7265 0.3930
H 0.3676 -1.3724 0.9651 -0.3549 -0.3202 1.3157
H 0.9251 0.1445 -1.7481 -0.2851 -1.0366 -0.1735
```
Forces are in eV/Å.

The calculation puts the LUMO energy (spin up / spin down) at 0.1517 / 0.1585 hartree. As for the charge: -1. As for the spin multiplicity: 2. Its energy above the lowest of the compared OMol25 structures with the same formula, charge and spin is 64.4 kcal per mole. The value obtained for the orbital gap (spin up / spin down) is 0.0864 / 0.3131 Ha.

=====

[2]
DFT (ωB97M-V with the def2-TZVPD basis set) results for one molecule with the formula C5H11N.

XYZ file:
```
17
Properties=species:S:1:pos:R:3:forces:R:3
C -0.4772 1.2819 1.4147 -0.0779 0.0643 0.2332
N 0.0688 1.1787 0.0814 -0.2561 -0.0804 0.0744
C 1.3906 0.6249 -0.1451 0.1263 -0.1391 0.0413
C 0.1539 -0.1732 -0.4432 -0.1138 -0.4134 0.0214
C -0.1891 -1.3888 0.4658 0.0762 -0.0125 -0.2344
C -0.4310 -0.3732 -1.8316 0.0482 -0.0492 -0.0055
H -1.5291 1.5689 1.3192 0.1335 0.0534 0.1482
H -0.4353 0.3132 1.9156 -0.0600 0.3785 0.4041
H 0.0480 2.0242 2.0192 -0.0360 0.0314 -0.1343
H 1.9927 0.2642 0.6921 -0.2228 0.1332 0.0515
H 1.9802 1.1697 -0.8885 -0.2755 -0.3966 -0.0026
H 0.2823 -2.2729 0.0349 -0.0890 -0.0429 -0.1447
H -1.2759 -1.5597 0.4758 0.2269 0.0795 -0.1620
H 0.1082 -1.3992 1.5254 0.2482 0.3811 -0.5273
H 0.0912 -1.1647 -2.3791 -0.0513 0.0585 0.0687
H -1.4780 -0.6816 -1.7166 0.1355 0.0379 -0.1048
H -0.4259 0.5372 -2.4401 0.1875 -0.0838 0.2727
```
Forces are in eV/Å.

The calculation puts the LUMO energy at 0.0396 hartree. As for the SMILES: CN1CC1(C)C. Its energy above the lowest of the compared OMol25 structures with the same formula, charge and spin is 32.9 kcal per mole. The value obtained for the orbital gap is 0.3661 Ha.

=====

[3]
DFT (ωB97M-V with the def2-TZVPD basis set) results for C5H11N as an isolated structure.

XYZ file:
```
17
Properties=species:S:1:pos:R:3:forces:R:3
C -1.9002 1.0945 -0.1907 0.0064 0.0797 -0.0033
C -1.4707 -0.3573 -0.2655 -0.0354 0.0278 -0.1120
N -0.4706 -0.6607 0.7349 0.2771 0.0835 -0.0935
C 0.6768 -1.6191 0.8463 0.0049 -0.4846 0.3704
C 0.6058 -0.1168 1.1416 -0.4085 -0.2607 0.3765
C 2.0690 0.1222 -0.7050 0.1023 -0.0442 -0.2064
H -2.6702 1.2972 -0.9389 0.0848 -0.0031 0.0893
H -2.3072 1.3251 0.7987 0.0227 -0.0083 -0.1453
H -1.0515 1.7591 -0.3826 -0.1225 -0.0777 0.0282
H -2.3193 -1.0407 -0.1493 0.2185 0.1055 0.0885
H -0.9816 -0.5963 -1.2188 -0.1187 0.0597 0.0125
H 0.5137 -2.2788 1.7080 -0.0749 0.2187 0.0216
H 1.5907 -1.0059 -0.1460 0.2899 0.8581 -0.5112
H 0.9312 0.8402 1.5238 -0.0266 -0.1092 -0.1868
H 2.8303 0.6791 -0.1380 -0.2289 -0.1743 -0.0092
H 1.4048 0.8558 -1.1909 0.0490 -0.2014 0.2054
H 2.6033 -0.3645 -1.5313 -0.0403 -0.0695 0.0755
```
Forces are in eV/Å.

The calculation puts the LUMO energy at 0.0308 hartree. Its energy above the lowest of the compared OMol25 structures with the same formula, charge and spin is 151.4 kcal per mole. The value obtained for the orbital gap is 0.2982 Ha.

=====

[4]
DFT (ωB97M-V with the def2-TZVPD basis set) results for C5H11N as an isolated structure.

XYZ file:
```
17
Properties=species:S:1:pos:R:3:forces:R:3
C 2.7994 -0.0243 -0.2396 -1.1122 -0.2137 -0.3513
C 1.3812 0.2153 -0.7787 1.7675 -1.1204 -0.5577
C 0.2437 -0.0124 0.3997 -0.7604 0.5103 0.7905
C -0.2086 1.0429 1.0900 0.5004 0.4760 0.1571
C -3.1889 -0.7333 -0.0717 0.1935 0.4081 0.4028
N 0.3394 -1.1815 0.0184 0.2041 0.0504 -0.6463
H 3.5222 0.3528 -0.9477 0.2494 0.3152 -0.1372
H 2.8981 0.4548 0.7243 0.2704 -0.0099 0.2067
H 2.9250 -1.0980 -0.1790 0.2611 -0.0850 0.3157
H 1.2127 1.2658 -0.9957 -0.7696 0.0271 0.2161
H 1.2309 -0.3415 -1.6993 -0.1035 0.1144 -0.0638
H 0.2743 1.9863 0.8965 -0.1883 0.1412 0.0245
H -0.7553 0.9160 2.0046 -0.1708 -0.1628 0.0869
H -2.8145 -1.6779 -0.4482 -0.4523 -0.2814 -0.0522
H -2.3071 -0.2155 0.2936 -0.0639 0.3474 -0.0965
H -3.8752 -0.8104 0.7740 0.0323 -0.4202 -0.1609
H -3.6776 -0.1391 -0.8412 0.1424 -0.0967 -0.1344
```
Forces are in eV/Å.

The calculation puts the LUMO energy at -0.0078 hartree. Its energy above the lowest of the compared OMol25 structures with the same formula, charge and spin is 100.7 kcal per mole. The value obtained for the orbital gap is 0.2848 Ha.

=====

[5]
DFT (ωB97M-V with the def2-TZVPD basis set) results for one molecule with the formula C5H11N.

XYZ file:
```
17
Properties=species:S:1:pos:R:3:forces:R:3
C -1.6070 0.7863 -0.9019 -0.7418 0.2813 -0.8997
C -0.7621 0.5811 0.0961 -0.3245 -0.6224 0.2676
C -0.1606 1.6827 0.9035 0.1835 0.9657 0.1523
C -0.4152 -0.8342 0.5207 0.6543 -0.8202 -0.5039
C 1.0721 -1.1644 0.2733 0.5405 1.7067 -0.3229
N 1.2625 -1.5566 -1.1156 -0.4304 -0.5255 -0.5109
H -1.9543 1.7436 -1.2807 0.4401 0.3523 0.4971
H -2.1068 0.0140 -1.4794 0.3821 -0.4963 0.3435
H 0.9238 1.6036 0.9466 0.1062 -0.0523 0.0112
H -0.4976 1.7545 1.9431 -0.1309 -0.5594 -0.0451
H -0.3808 2.6779 0.5092 -0.0408 -0.1714 -0.3139
H -0.8859 -1.5820 -0.1252 -0.6366 0.2589 0.2193
H -0.7294 -1.0089 1.5478 0.1250 0.0149 0.1556
H 1.6279 -0.2333 0.4770 0.0757 -0.1540 0.1311
H 1.5927 -1.9113 0.8689 -0.7239 -0.2937 0.3857
H 0.7895 -1.0130 -1.8334 -0.1374 0.2205 0.6027
H 2.2312 -1.5402 -1.3502 0.6590 -0.1053 -0.1696
```
Forces are in eV/Å.

The calculation puts the LUMO energy at 0.0404 hartree. As for the SMILES: C=C(C)CCN. Its energy above the lowest of the compared OMol25 structures with the same formula, charge and spin is 21.6 kcal per mole. The value obtained for the orbital gap is 0.3681 Ha.

=====

[6]
DFT (ωB97M-V with the def2-TZVPD basis set) results for a 2-piece molecular cluster, C5H11N overall.

XYZ file:
```
17
Properties=species:S:1:pos:R:3:forces:R:3
C -1.1397 1.3730 -0.0507 -0.1838 0.3674 0.0064
C -1.2971 -0.6882 -0.2586 -0.0719 -0.2817 0.0679
N -0.0456 -0.8955 0.3303 0.0029 0.0160 -0.0023
C 0.4876 -2.0634 0.6105 0.0337 -0.0583 -0.0004
C 0.6007 0.3322 0.5439 0.2605 -0.1883 0.0021
C 1.4505 0.7820 -0.6185 -0.0337 0.0761 -0.0709
H -1.8538 1.4497 -0.8785 0.0980 -0.0728 0.1012
H -1.6808 1.5148 0.8851 0.0849 -0.0709 -0.1168
H -0.4532 2.2153 -0.1805 -0.0380 -0.1349 -0.0093
H -2.0998 -0.5695 0.4661 0.0952 0.0703 -0.0954
H -1.5403 -1.4165 -1.0435 -0.0031 0.1306 0.0433
H -0.1556 -2.9126 0.8037 0.0760 0.1035 -0.0289
H 1.5660 -2.1631 0.6434 -0.1307 0.0353 0.0051
H 1.1469 0.3463 1.4984 -0.1034 0.0641 -0.0493
H 2.3823 0.1997 -0.6775 -0.1290 0.0614 0.0232
H 1.7228 1.8389 -0.5113 -0.0260 -0.1416 -0.0026
H 0.9093 0.6570 -1.5623 0.0682 0.0240 0.1269
```
Forces are in eV/Å.

The calculation puts the LUMO energy at 0.0318 hartree. Its energy above the lowest of the compared OMol25 structures with the same formula, charge and spin is 143.7 kcal per mole. The value obtained for the orbital gap is 0.2766 Ha.

=====

[7]
DFT (ωB97M-V with the def2-TZVPD basis set) results for one molecule with the formula C5H11N.

XYZ file:
```
17
Properties=species:S:1:pos:R:3:forces:R:3
C -0.2589 1.0345 -1.6599 -0.2384 0.1295 0.1125
N 0.5603 0.6351 -0.5258 -0.6105 0.1892 0.0077
C 0.8018 -0.8295 -0.5003 0.2809 0.3039 -0.5521
C 0.4032 -1.3354 0.8844 -0.1079 0.6595 0.3755
C -0.6963 -0.3417 1.2604 -0.1937 0.0534 -0.6475
C -0.0802 0.9517 0.7578 0.6756 0.2776 1.0991
H -1.2269 0.5030 -1.7023 0.1516 -0.1500 -0.1207
H -0.5175 2.0885 -1.5620 0.2092 0.1000 -0.0974
H 0.2785 0.8926 -2.6021 -0.0893 -0.0486 0.1312
H 0.1973 -1.2894 -1.2866 -0.1108 -0.2045 0.0462
H 1.8474 -1.0096 -0.7619 -0.0334 -0.2007 0.1689
H 0.0748 -2.3730 0.8968 0.2415 -0.0168 0.0526
H 1.2204 -1.1374 1.5819 0.1415 -0.5330 -0.0017
H -0.9990 -0.2707 2.3016 0.0968 -0.2896 0.1165
H -1.5661 -0.5674 0.6405 -0.3001 0.0126 0.1561
H 0.7241 1.2429 1.4545 -0.0933 -0.1409 -0.0039
H -0.7629 1.8060 0.8228 -0.0198 -0.1414 -0.8429
```
Forces are in eV/Å.

The calculation puts the LUMO energy at 0.0432 hartree. As for the SMILES: CN1CCCC1. Its energy above the lowest of the compared OMol25 structures with the same formula, charge and spin is 14.2 kcal per mole. The value obtained for the orbital gap is 0.3494 Ha.

=====

[8]
DFT (ωB97M-V with the def2-TZVPD basis set) results for one molecule with the formula C5H11N.

XYZ file:
```
17
Properties=species:S:1:pos:R:3:forces:R:3
C -1.8708 -0.5658 -1.5423 -0.0349 -0.0355 -0.0381
C -0.9055 0.2224 -0.6597 -0.0103 0.0966 0.0392
C 0.2251 -0.6312 -0.0915 -0.0562 -0.1772 -0.1295
N 1.0591 0.1465 0.8354 0.0975 0.1243 -0.0324
C 0.6931 0.2411 2.1194 0.0209 -0.1587 0.2926
C 2.1049 0.8192 0.3646 0.0044 0.2746 -0.1015
H -1.3669 -1.0045 -2.4116 -0.0314 0.0665 0.1490
H -2.6630 0.0893 -1.9183 0.1139 -0.0960 0.0440
H -2.3542 -1.3803 -0.9904 0.1089 0.1133 -0.0368
H -0.4706 1.0501 -1.2339 -0.0580 -0.1124 0.0792
H -1.4384 0.6661 0.1884 0.0369 -0.0421 -0.1291
H 0.8784 -1.0181 -0.8788 -0.1050 0.0356 0.0658
H -0.1816 -1.4788 0.4697 0.0253 0.1146 -0.0072
H 0.9835 1.1446 2.6359 0.1998 -0.2435 0.0957
H 0.3778 -0.6456 2.6550 -0.3026 0.1048 -0.1907
H 2.0735 1.2481 -0.6297 0.0878 -0.3227 -0.0222
H 2.8556 1.0970 1.0877 -0.0970 0.2579 -0.0780
```
Forces are in eV/Å.

The calculation puts the LUMO energy at 0.0369 hartree. Its energy above the lowest of the compared OMol25 structures with the same formula, charge and spin is 61.1 kcal per mole. The value obtained for the orbital gap is 0.2871 Ha.